1.
A cluster of 2 separate species, C3HBr in total. Source: OMol25; level of theory: ωB97M-V with the def2-TZVPD basis set.

Structure (XYZ):
```
5
Properties=species:S:1:pos:R:3:forces:R:3
C 1.317 1.636 0.608 0.4 0.4 0.1
C 0.283 0.897 0.304 0.1 0.3 0.2
C -0.613 0.054 0.149 0.2 -0.3 -0.3
Br -2.058 -0.915 0.048 -0.7 -0.3 0.0
H 1.071 -1.673 -1.109 0.0 0.0 0.0
```
Forces are in eV/Å.

Output
Kohn-Sham gap (spin up / spin down): 9.42 / 6.49 eV
E_LUMO (spin up / spin down): -1.36 / -1.79 eV
ΔE to the lowest compared entry with this formula, charge and spin: 4.1863 eV
E_HOMO (spin up / spin down): -10.8 / -8.3 eV

=====

2.
A structure of composition C31H45O3Sn in a non-equilibrium geometry. Source: OMol25; level of theory: ωB97M-V with the def2-TZVPD basis set.

Structure (XYZ):
```
80
Properties=species:S:1:pos:R:3:forces:R:3
O -1.029 0.534 -1.969 -0.4 -0.3 0.1
C -2.378 0.157 -2.376 0.1 0.1 0.3
C -2.032 0.294 -3.850 0.1 -0.1 0.2
H -3.070 0.919 -2.005 -0.2 -0.4 0.0
H -2.609 -0.861 -2.054 -0.2 0.2 0.2
C -0.665 0.815 -3.359 0.2 0.2 -0.4
H -2.667 1.014 -4.369 0.2 -0.3 -0.2
H -1.964 -0.681 -4.343 -0.1 0.4 -0.2
C -0.492 2.305 -3.526 0.2 0.2 -0.1
H -1.280 2.837 -2.983 0.1 0.0 -0.2
H -0.539 2.565 -4.590 0.0 0.0 0.2
H 0.487 2.619 -3.144 -0.2 0.1 0.0
C 0.555 0.033 -3.800 0.2 0.0 -0.3
H 0.372 -1.047 -3.794 0.0 0.2 0.1
H 1.441 0.250 -3.186 -0.3 0.0 0.0
H 0.809 0.324 -4.826 -0.1 -0.1 0.1
Sn -0.091 -0.011 0.362 -0.9 -0.1 -0.7
C 1.323 -1.964 0.622 -1.1 -1.0 0.1
C 0.000 -2.218 1.163 1.2 -0.5 -0.4
C -0.932 -2.222 0.081 0.3 -1.0 -0.3
H -0.266 -2.321 2.201 0.0 -0.1 -0.3
C -0.170 -2.159 -1.130 0.8 -0.9 0.1
C 1.201 -1.976 -0.800 -0.7 -0.5 -0.1
H 2.043 -1.918 -1.488 -0.4 0.1 0.1
H 2.243 -1.847 1.197 -0.3 -0.1 -0.3
H -1.989 -2.436 0.208 0.2 0.1 -0.2
H -0.552 -2.414 -2.116 0.0 0.6 0.2
C 1.508 1.195 1.631 0.4 0.7 -0.2
C 2.233 1.023 0.410 -0.3 0.8 0.3
C 1.543 1.737 -0.610 0.3 0.4 0.4
H 3.150 0.438 0.309 -0.5 0.2 -0.1
C 0.379 2.343 -0.038 0.9 0.9 0.3
C 0.374 2.049 1.359 0.8 0.3 0.1
H -0.348 2.439 2.072 0.2 -0.3 -0.2
H 1.770 0.736 2.583 -0.2 0.3 -0.3
H 1.909 1.906 -1.621 -0.3 -0.3 0.3
H -0.308 3.047 -0.503 0.2 -0.5 -0.1
O -5.023 1.761 -5.376 -1.0 0.2 -1.2
C -4.428 1.734 -6.701 0.3 -0.7 0.1
C -5.501 2.082 -7.742 -0.1 0.7 1.1
H -4.067 0.706 -6.894 -0.1 0.3 0.1
H -3.548 2.393 -6.715 -0.3 0.0 0.0
C -6.788 1.616 -7.045 1.0 -0.8 0.3
H -5.320 1.627 -8.703 0.0 -0.1 -0.2
H -5.543 3.168 -7.856 0.0 0.0 -0.2
C -6.468 1.881 -5.567 -0.1 0.6 0.2
H -6.891 0.539 -7.198 -0.2 0.0 0.0
H -7.684 2.108 -7.395 -0.2 0.2 0.0
H -6.982 1.206 -4.871 0.2 0.0 -0.2
H -6.792 2.911 -5.325 0.3 -0.3 0.1
C 2.895 -1.114 4.303 -0.2 0.3 0.0
C 1.463 -1.596 3.991 -0.2 0.0 -0.4
C 1.243 -2.915 4.764 -0.4 0.1 -0.1
C 0.369 -0.556 4.387 0.7 -0.3 1.2
C 0.428 -0.239 5.726 0.0 -0.2 -0.9
C -0.494 0.616 6.322 -0.4 0.6 1.3
C -1.526 1.242 5.621 0.2 -0.4 -1.3
C -1.618 0.988 4.263 -1.2 1.0 1.3
C -2.766 1.688 3.498 0.3 -0.3 -0.1
C -4.114 1.203 4.053 0.1 -0.3 -0.1
C -2.661 3.207 3.671 0.2 0.0 -0.1
C -0.733 0.045 3.666 0.2 -0.1 -1.2
O -1.007 -0.220 2.460 -0.1 -0.4 0.1
H 3.015 -0.852 5.361 0.0 -0.1 -0.2
H 3.154 -0.235 3.712 0.1 0.0 0.1
H 3.618 -1.908 4.081 -0.2 0.1 0.0
H 1.416 -1.808 2.914 0.0 0.2 0.8
H 1.299 -2.754 5.848 0.0 -0.1 -0.2
H 0.253 -3.323 4.550 0.0 -0.1 0.0
H 1.996 -3.661 4.494 -0.1 0.2 0.0
H 1.225 -0.750 6.253 -0.3 0.5 0.6
H -0.411 0.810 7.387 0.0 -0.1 0.0
H -2.294 1.909 6.010 0.6 -0.2 0.6
H -2.714 1.445 2.422 0.1 0.0 0.5
H -4.166 1.401 5.129 -0.2 0.0 -0.2
H -4.957 1.697 3.555 0.2 0.0 0.1
H -4.205 0.125 3.899 -0.1 0.1 0.1
H -1.712 3.571 3.264 -0.1 0.1 0.1
H -3.478 3.721 3.149 0.2 -0.2 0.2
H -2.698 3.460 4.735 -0.1 0.2 -0.2
```
Forces are in eV/Å.

Output
Kohn-Sham gap (spin up / spin down): 6.35 / 5.38 eV
E_LUMO (spin up / spin down): -4.64 / -5.16 eV
charge: +1
E_HOMO (spin up / spin down): -11.0 / -10.5 eV

=====

3.
The molecule C5H5NO2 in a non-equilibrium geometry. Source: OMol25; level of theory: ωB97M-V with the def2-TZVPD basis set.

Structure (XYZ):
```
13
Properties=species:S:1:pos:R:3:forces:R:3
C -0.632 0.046 -0.960 0.3 -0.8 -2.5
C -1.408 -0.615 0.183 -1.4 0.7 -0.5
C -0.604 -1.328 1.117 2.3 -1.9 1.9
C 0.464 1.020 -0.568 -1.8 -0.1 0.4
C 1.687 0.549 0.054 0.9 -1.1 -0.3
H -2.118 -1.357 -0.228 0.2 0.7 -0.1
H -1.955 0.196 0.724 0.2 -0.6 -0.4
H 0.306 2.011 -0.981 0.5 0.0 -0.2
H 1.870 -0.534 0.090 0.1 0.4 0.0
H 2.534 1.205 0.066 0.6 0.1 -0.2
N 0.085 -1.980 1.794 -1.4 1.2 -1.2
O -0.880 -0.209 -2.139 0.3 0.7 2.4
O 0.651 0.995 0.849 -0.7 0.8 0.7
```
Forces are in eV/Å.

Output
Kohn-Sham gap: 10.79 eV
E_LUMO: 0.35 eV
ΔE to the lowest compared entry with this formula, charge and spin: 2.4426 eV
E_HOMO: -10.4 eV
SMILES: N#CCC(=O)[C@@H]1CO1

=====

4.
The molecule C4H9NO2 in a non-equilibrium geometry. Source: OMol25; level of theory: ωB97M-V with the def2-TZVPD basis set.

Structure (XYZ):
```
16
Properties=species:S:1:pos:R:3:forces:R:3
C 0.635 -1.218 -0.881 -1.3 0.2 1.2
O 0.745 -2.622 -1.102 0.4 0.2 0.1
C -0.834 -0.916 -0.404 1.5 1.5 -0.5
C -0.898 0.414 0.446 -1.5 -0.9 -0.9
C 0.118 1.502 0.130 0.4 -2.0 1.3
N 0.431 2.212 1.251 0.7 1.3 -0.8
O 0.724 1.597 -0.915 -0.5 0.7 -0.2
H 1.298 -0.789 -0.076 -0.1 -0.8 -1.0
H 0.783 -0.721 -1.825 0.5 0.2 -0.1
H 1.272 -2.996 -0.397 0.1 -0.2 0.1
H -1.427 -0.717 -1.291 -0.2 -0.3 -0.1
H -1.188 -1.828 0.062 -0.3 0.2 0.5
H -1.886 0.850 0.233 0.2 0.1 0.0
H -0.962 0.214 1.510 0.4 -0.1 0.3
H 0.130 2.031 2.188 -0.3 -0.1 -0.1
H 1.058 2.986 1.073 0.0 -0.1 0.4
```
Forces are in eV/Å.

Output
Kohn-Sham gap: 10.51 eV
E_LUMO: 0.79 eV
ΔE to the lowest compared entry with this formula, charge and spin: 1.2086 eV
E_HOMO: -9.7 eV
SMILES: NC(=O)CCCO